ORCA calculation (ωB97M-V/def2-TZVPD) on a molecular structure, C18H37AuClNS2Si4.

## Properties
Total charge: -2
HOMO-LUMO gap: 4.15 eV
Multiplicity: 1
Calculated total energy: -90156.66995 eV
E_HOMO: 0.12 eV
F_max: 0.0127 Eh/bohr

Geometry as XYZ:
```
64
Properties=species:S:1:pos:R:3:forces:R:3:nbo_charge:R:1
Au 0.357057 0.660238 0.587976 -0.138 0.437 0.469 0.5148
C -1.489321 2.723087 4.516031 -0.026 0.046 0.037 -0.6416
C -1.099467 2.422921 3.078184 -0.074 -0.041 0.033 -0.2029
S -1.040101 0.693931 2.722289 0.096 -0.197 -0.050 -0.5484
C -0.854307 3.411209 2.198334 -0.054 0.085 -0.069 -0.2151
C -0.953386 4.868235 2.589128 -0.011 0.012 0.039 -0.6343
S -0.412463 3.194708 0.503128 0.107 -0.025 -0.136 -0.5844
H -1.512555 1.796419 5.086735 -0.005 -0.004 0.002 0.2163
H -2.482810 3.184008 4.586823 0.000 0.001 0.007 0.1809
H -0.780353 3.398476 5.006786 0.000 -0.003 -0.008 0.1873
H -1.172987 5.022042 3.648027 -0.002 -0.008 -0.008 0.1824
H -1.735335 5.365589 2.004514 -0.004 -0.003 -0.007 0.1922
H -0.018058 5.382807 2.349100 0.006 0.007 0.007 0.2023
C 3.019856 3.014929 -1.733575 0.026 -0.080 -0.005 -1.1119
Si 3.319186 1.152047 -1.863493 0.067 0.018 -0.004 1.2497
C 5.177647 0.959812 -2.265033 -0.085 0.045 -0.034 -1.1043
C 2.417686 0.583182 -3.436471 0.043 0.023 0.061 -1.1026
Si 2.490229 0.046746 0.015174 0.187 -0.220 -0.205 -0.6326
Si 3.660606 0.836446 1.883406 0.042 -0.043 -0.109 1.2817
C 5.542316 0.501948 1.906036 -0.068 0.073 0.083 -1.1060
C 2.969979 0.078116 3.466871 0.018 0.028 -0.011 -1.1211
C 3.437392 2.707274 2.030756 0.039 -0.071 0.033 -1.1164
Si 2.988995 -2.213460 -0.245696 0.061 0.005 0.010 1.2439
C 4.797458 -2.711189 -0.598976 -0.084 -0.049 0.000 -1.1053
C 2.496064 -3.190105 1.302413 0.028 0.019 -0.061 -1.1053
C 1.991545 -2.981874 -1.668999 0.044 0.008 0.057 -1.1006
H 3.152415 3.494978 -2.709380 -0.010 0.018 -0.007 0.2028
H 3.717218 3.477678 -1.031416 0.015 -0.005 0.011 0.2206
H 2.011862 3.219189 -1.364474 -0.023 -0.003 0.001 0.2718
H 5.433380 1.532754 -3.163989 0.011 0.001 -0.002 0.2049
H 5.450518 -0.083287 -2.440016 -0.011 -0.019 0.012 0.2165
H 5.794001 1.331080 -1.442885 0.001 -0.004 0.023 0.2202
H 2.682896 1.222611 -4.285091 -0.004 0.001 -0.017 0.2049
H 1.338744 0.638802 -3.279884 -0.020 0.004 -0.002 0.2436
H 2.667479 -0.448647 -3.695652 0.003 -0.018 0.012 0.2142
H 5.751332 -0.570812 1.918238 -0.013 -0.017 -0.020 0.2155
H 5.998182 0.942957 2.800114 0.015 0.000 0.001 0.2060
H 6.034121 0.930013 1.029317 -0.004 -0.006 -0.026 0.2177
H 3.215768 -0.983160 3.555960 -0.003 -0.018 -0.025 0.2134
H 1.880552 0.176684 3.468682 -0.018 0.007 0.012 0.2786
H 3.370403 0.595186 4.345997 0.006 -0.002 0.008 0.2058
H 4.026217 3.245812 1.284089 0.005 -0.004 -0.016 0.2147
H 3.750096 3.049083 3.023648 0.000 0.016 0.000 0.2071
H 2.386590 2.970828 1.881167 -0.026 -0.005 -0.006 0.2755
H 5.463860 -2.381441 0.201052 0.001 0.026 0.010 0.2225
H 5.155254 -2.269820 -1.531903 -0.002 0.021 -0.007 0.2187
H 4.882439 -3.800742 -0.686819 0.015 0.000 0.005 0.2043
H 3.151914 -2.953961 2.143386 0.012 0.018 0.011 0.2220
H 2.548268 -4.269092 1.121444 -0.009 -0.012 0.002 0.2033
H 1.477949 -2.927222 1.595899 -0.017 0.000 0.013 0.2489
H 2.323812 -2.607393 -2.639861 0.001 0.025 -0.009 0.2193
H 0.936269 -2.725287 -1.557795 -0.019 -0.002 -0.004 0.2358
H 2.089878 -4.072764 -1.671765 -0.005 -0.010 -0.005 0.2044
Cl -4.252351 -3.353052 -0.441734 -0.006 -0.055 -0.009 -0.0506
C -3.809043 -1.668477 -0.297128 -0.040 0.059 0.038 -0.0814
C -4.749276 -0.738512 0.106897 0.041 0.021 -0.008 -0.2138
C -4.342113 0.581360 0.215528 -0.031 -0.062 0.002 -0.2511
C -3.025418 0.906852 -0.078325 0.093 -0.009 0.034 0.0614
N -2.140964 0.000260 -0.485948 -0.089 -0.083 -0.143 -0.3938
C -2.514720 -1.265892 -0.585523 -0.046 0.040 -0.001 0.0208
H -5.759316 -1.048719 0.341799 -0.001 0.003 -0.001 0.2087
H -5.027833 1.348155 0.551385 0.000 -0.004 0.005 0.2094
H -2.624946 1.911031 0.041194 -0.027 0.020 -0.007 0.2564
H -1.760605 -1.984074 -0.889274 -0.008 -0.003 -0.015 0.2023
```
Forces are in eV/Å.